i | C4H17N2O2 | ωB97M-V with the def2-TZVPD basis set

Geometry as ORCA input:
```
! wB97M-V def2-TZVPD RIJCOSX def2/J DEFGRID3
* xyz 1 1
C -1.285 -1.026 0.580
N -0.969 -2.455 0.663
C -0.415 -0.298 -0.528
N 0.866 -1.005 -0.616
C 1.860 -0.759 0.487
C 2.588 0.542 0.283
H -2.340 -0.864 0.403
H -0.988 -0.516 1.456
H -1.697 -2.969 0.224
H -0.763 -2.760 1.599
H -0.946 -0.348 -1.474
H -0.390 0.753 -0.257
H 0.712 -2.019 -0.642
H 1.328 -0.807 -1.485
H 2.532 -1.611 0.517
H 1.319 -0.780 1.393
H 1.839 1.331 0.229
H 3.210 0.816 1.130
H 3.178 0.584 -0.627
H -3.513 2.075 -0.926
H -3.849 0.987 -1.889
O -3.169 1.239 -1.253
H -0.104 3.677 -0.334
H 0.678 3.264 0.949
O 0.318 2.947 0.120
*
```

The value obtained for the HOMO-LUMO gap is 0.4044 Ha. Its HOMO energy is -13.5 eV. The value obtained for the LUMO energy is -2.5 eV.

***

ii | C4H17N2O2 | ωB97M-V with the def2-TZVPD basis set

Geometry as ORCA input:
```
! wB97M-V def2-TZVPD RIJCOSX def2/J DEFGRID3
* xyz 1 1
C 1.784 -1.698 -0.872
N 2.718 -0.801 -0.180
C 0.566 -0.896 -1.287
N -0.365 -0.751 -0.102
C -1.857 -0.601 -0.411
C -2.532 -0.124 0.852
H 2.198 -2.160 -1.771
H 1.525 -2.451 -0.134
H 2.740 0.146 -0.528
H 3.644 -1.204 -0.272
H 0.800 0.100 -1.627
H -0.069 -1.376 -2.020
H -0.277 -1.499 0.591
H -0.095 0.063 0.444
H -2.066 -1.562 -0.798
H -1.888 0.233 -1.088
H -3.610 -0.280 0.762
H -2.192 -0.522 1.802
H -2.421 0.951 1.038
H -0.311 2.854 -0.888
H 0.071 2.070 0.308
O -0.025 1.957 -0.662
H 0.976 3.091 2.535
H 0.457 1.767 2.244
O 0.229 2.692 2.062
*
```

The value obtained for the HOMO-LUMO gap is 0.3774 Ha. Its HOMO energy is -13.3 eV. The value obtained for the LUMO energy is -3.0 eV.

***

Energy ordering: i at the bottom, the next structure 44.1 kJ/mol above.

***

i | C2H11N2O2 | ωB97M-V with the def2-TZVPD basis set

Geometry as ORCA input:
```
! wB97M-V def2-TZVPD RIJCOSX def2/J DEFGRID3
* xyz 1 1
C 0.065 0.080 1.680
C 1.113 -0.731 2.052
N 2.558 -0.416 2.021
N 0.146 1.084 0.739
H -0.665 0.156 2.496
H 0.832 -1.687 2.459
H 2.897 -0.192 2.954
H 2.944 -1.322 1.721
H 2.863 0.205 1.268
H -0.744 1.446 0.415
H 0.812 1.797 1.015
H -1.669 -2.687 -4.813
H -0.760 -3.461 -5.734
O -1.007 -2.556 -5.487
H -3.295 2.714 0.329
H -2.559 1.917 -0.549
O -2.353 2.589 0.134
*
```

The value obtained for the HOMO-LUMO gap is 0.3462 Ha. Its HOMO energy is -13.3 eV. The value obtained for the LUMO energy is -3.9 eV.

***

ii | C2H11N2O2 | ωB97M-V with the def2-TZVPD basis set

Geometry as ORCA input:
```
! wB97M-V def2-TZVPD RIJCOSX def2/J DEFGRID3
* xyz 1 1
C 0.891 -0.516 -2.078
N 0.654 0.274 -0.847
C 0.943 1.560 -0.803
N 0.745 2.348 0.305
H 1.819 -0.220 -2.517
H 0.127 -0.403 -2.892
H 0.740 -1.598 -1.753
H 0.710 -0.389 -0.121
H 1.009 2.213 -1.755
H 0.722 2.014 1.247
H 1.207 3.320 0.196
H -3.326 -1.573 1.867
H -2.679 -2.707 1.103
O -2.491 -2.047 1.719
H 0.041 -0.514 2.756
H -0.949 -1.163 1.791
O -0.163 -0.601 1.783
*
```

The value obtained for the HOMO-LUMO gap is 0.4102 Ha. Its HOMO energy is -14.9 eV. The value obtained for the LUMO energy is -3.8 eV.

***

iii | C2H11N2O2 | ωB97M-V with the def2-TZVPD basis set

Geometry as ORCA input:
```
! wB97M-V def2-TZVPD RIJCOSX def2/J DEFGRID3
* xyz 1 1
C -0.520 0.547 -0.718
C -1.508 1.251 -0.166
N -1.799 2.549 -0.492
N 0.345 0.070 0.335
H 0.128 0.854 -1.635
H -2.158 0.742 0.515
H -1.621 3.215 0.213
H -2.677 2.760 -0.842
H 0.155 0.628 1.068
H -0.113 -0.809 0.859
H 1.217 -0.344 -0.058
H 3.765 -0.738 -0.919
H 2.667 -1.394 -1.802
O 2.890 -1.273 -0.830
H -0.707 -3.143 1.548
H 0.594 -2.423 1.991
O -0.253 -2.285 1.513
*
```

The value obtained for the HOMO-LUMO gap is 0.3567 Ha. Its HOMO energy is -13.5 eV. The value obtained for the LUMO energy is -3.8 eV.

***

Energy ordering: ii at the bottom, the next structure 227.7 kJ/mol above.

***

i | C4H11NO3 | ωB97M-V with the def2-TZVPD basis set

Geometry as ORCA input:
```
! wB97M-V def2-TZVPD RIJCOSX def2/J DEFGRID3
* xyz -2 1
C -0.329 0.179 0.709
C 1.175 0.328 0.427
C 2.043 -1.136 0.821
O 3.290 -0.976 0.552
N -1.262 0.182 -0.555
C -2.408 1.366 -0.410
O -3.475 0.789 -0.120
H -0.686 0.998 1.270
H -0.610 -0.733 1.310
H 1.499 0.769 -0.471
H 1.543 0.904 1.296
H 1.787 -1.297 1.841
H 1.540 -1.914 0.223
H -1.713 -0.831 -0.355
H -2.313 1.941 -1.308
H -2.121 2.081 0.446
H 1.356 -1.153 -1.511
H -0.007 -0.561 -1.815
O 0.692 -0.936 -2.352
*
```

The value obtained for the HOMO-LUMO gap is 0.2374 Ha. Its HOMO energy is 0.5 eV. The value obtained for the LUMO energy is 7.0 eV.

***

ii | C4H11NO3 | ωB97M-V with the def2-TZVPD basis set

Geometry as ORCA input:
```
! wB97M-V def2-TZVPD RIJCOSX def2/J DEFGRID3
* xyz -2 1
C -0.334 0.347 -0.141
C 0.236 0.723 1.216
C -0.569 1.877 1.924
O -0.093 2.278 3.144
N 0.486 -0.587 -0.942
C -0.117 -0.770 -2.361
O -0.111 0.262 -3.212
H -1.322 -0.100 -0.030
H -0.475 1.235 -0.735
H 1.244 1.041 1.090
H 0.272 -0.129 1.877
H -1.631 1.539 1.929
H -0.553 2.661 1.212
H 1.405 -0.204 -1.012
H 0.506 -1.637 -2.727
H -1.149 -1.129 -2.103
H 0.722 -1.757 -0.328
H 0.499 -2.832 1.001
O 0.984 -2.818 0.199
*
```

The value obtained for the HOMO-LUMO gap is 0.2416 Ha. Its HOMO energy is 0.2 eV. The value obtained for the LUMO energy is 6.8 eV.

***

Energy ordering: ii at the bottom, the next structure 188.1 kJ/mol above.

***

i | C4H8NO | ωB97M-V with the def2-TZVPD basis set

Geometry as ORCA input:
```
! wB97M-V def2-TZVPD RIJCOSX def2/J DEFGRID3
* xyz -1 1
C -2.283 0.072 1.267
O -1.108 0.506 0.737
H -2.198 -0.284 2.319
H -3.074 0.857 1.274
H -2.719 -0.789 0.680
C 0.436 -0.550 -0.865
C 0.796 0.246 -1.909
C 2.232 -0.040 0.489
N 1.365 -0.922 0.133
H -0.584 -0.885 -0.765
H 1.821 0.539 -2.149
H 0.041 0.671 -2.562
H 2.239 0.267 1.539
H 3.035 0.312 -0.189
*
```

The value obtained for the HOMO-LUMO gap is 0.2195 Ha. Its HOMO energy is -2.1 eV. The value obtained for the LUMO energy is 3.9 eV.

***

ii | C4H8NO | ωB97M-V with the def2-TZVPD basis set

Geometry as ORCA input:
```
! wB97M-V def2-TZVPD RIJCOSX def2/J DEFGRID3
* xyz -1 1
C 0.103 -1.483 -0.147
C 0.110 0.029 0.037
N 1.385 0.680 0.371
O 2.495 -0.047 -0.093
C -1.048 0.727 0.575
C -0.840 0.847 -0.937
H 1.285 -1.531 -0.439
H -0.742 -1.796 -0.637
H 0.153 -1.987 0.825
H 1.638 0.777 1.440
H -0.815 1.595 1.052
H -1.931 0.341 1.084
H -1.364 0.240 -1.618
H -0.427 1.608 -1.513
*
```

The structure (SMILES) is CC1(N[O-])CC1. The value obtained for the HOMO-LUMO gap is 0.2029 Ha. Its HOMO energy is -1.3 eV. The value obtained for the LUMO energy is 4.2 eV.

***

Energy ordering: ii at the bottom, the next structure 28.9 kJ/mol above.